Computed, not measured: a 14-piece molecular cluster, C28H84O28 overall at a distorted geometry, with ωB97M-V/def2-TZVPD.

Gap between HOMO and LUMO, eV: 9.1
Relative energy (zero: lowest compared OMol25 entry of this formula, charge and spin), kcal/mol: 19.1
LUMO, Eh: -0.00850
Total charge: 0

Element x y z (Å)
C -0.29770 2.51140 -4.99438
C 0.14908 1.86391 -3.71835
O 1.00399 2.74761 -2.99127
O -1.24572 3.55650 -4.77022
H -0.69570 1.76567 -5.68244
H 0.57213 2.92753 -5.51786
H 0.64880 0.89885 -3.86834
H -0.74313 1.59817 -3.12634
H 1.64155 2.22549 -2.47712
H -0.78414 4.24176 -4.27517
C 3.80426 0.90484 -3.57528
C 4.09186 2.20147 -4.28181
O 2.93817 2.61384 -5.00968
O 3.20930 1.20791 -2.31022
H 4.68711 0.25710 -3.46533
H 3.07854 0.33391 -4.16823
H 4.94216 2.17471 -4.95792
H 4.29639 2.95921 -3.51361
H 2.33276 2.84808 -4.28844
H 3.21882 0.41889 -1.74607
C 4.76231 -2.05893 -1.08443
C 4.23337 -3.42769 -0.73272
O 3.71603 -3.44443 0.59894
O 3.71862 -1.09002 -0.88212
H 4.99600 -2.06374 -2.14699
H 5.58548 -1.78926 -0.41859
H 5.03504 -4.16245 -0.89403
H 3.45158 -3.73513 -1.42428
H 4.47074 -3.51216 1.19301
H 3.37230 -1.27410 0.00069
C -2.18427 -5.50554 3.49227
C -2.18401 -4.40726 2.45956
O -1.29391 -4.62501 1.36626
O -1.02547 -5.56645 4.30288
H -2.43093 -6.47424 3.04568
H -3.02765 -5.28269 4.16309
H -1.95447 -3.43195 2.90967
H -3.18641 -4.33467 2.02537
H -0.42269 -4.28988 1.62982
H -0.33260 -6.00889 3.78537
C -4.20812 -3.37150 -0.83678
C -3.10735 -2.88709 -1.73641
O -3.07789 -1.44926 -1.79595
O -5.45456 -2.77378 -1.13332
H -3.92133 -3.16571 0.20530
H -4.31514 -4.45625 -0.88611
H -3.23855 -3.26137 -2.75679
H -2.13138 -3.21883 -1.38308
H -3.62089 -1.15985 -2.54106
H -5.51429 -1.98814 -0.58534
C -0.67098 -0.58888 1.10278
C 0.13777 0.43797 0.38486
O -0.63351 1.12194 -0.59408
O -0.99124 -1.68491 0.23005
H -1.59752 -0.16538 1.50759
H -0.19684 -1.05047 1.97595
H 1.07157 -0.01804 0.02353
H 0.48512 1.20489 1.08579
H -0.82604 0.50356 -1.30994
H -1.82339 -1.47815 -0.20955
C -0.17130 0.04552 5.04199
C 0.60516 -1.24227 5.17843
O -0.23622 -2.26574 5.64644
O 0.66062 1.02547 4.36654
H -0.50557 0.45182 5.99676
H -1.04417 -0.08610 4.38936
H 1.42432 -1.07809 5.87672
H 1.01907 -1.50187 4.19484
H -1.03105 -2.27946 5.10364
H 0.14424 1.83799 4.34512
C 3.20248 0.69583 2.04351
C 4.45619 0.36197 2.82883
O 5.09248 -0.79780 2.29383
O 2.55041 1.87261 2.42338
H 2.51493 -0.17026 2.11668
H 3.46620 0.74540 0.98095
H 4.21061 0.23278 3.88959
H 5.12138 1.23067 2.80795
H 4.89531 -1.51675 2.89892
H 1.92633 1.66173 3.13303
C -1.19414 5.28713 -1.90800
C -1.98287 4.33320 -1.05112
O -3.30197 4.80788 -0.85918
O -1.10991 6.55885 -1.24627
H -1.71497 5.40910 -2.86803
H -0.19120 4.88975 -2.10670
H -1.45515 4.20776 -0.09120
H -1.91356 3.34016 -1.51921
H -3.89761 4.04794 -0.92168
H -0.84467 7.21498 -1.89475
C 1.57663 -2.51597 -3.58608
C 0.59587 -2.29089 -2.47610
O 0.93186 -3.10883 -1.38121
O 1.27490 -1.60195 -4.62795
H 1.59459 -3.56076 -3.92042
H 2.59407 -2.34524 -3.19241
H -0.42120 -2.50889 -2.84301
H 0.55248 -1.22451 -2.21032
H 0.37214 -2.89597 -0.62137
H 2.01109 -1.62016 -5.24561
C 1.77144 -4.03565 3.18784
C 2.08072 -5.51036 3.03674
O 1.01147 -6.23360 2.43750
O 1.26105 -3.45484 1.99508
H 2.68373 -3.48661 3.46391
H 1.07469 -3.88927 4.01696
H 2.33919 -5.96452 3.98984
H 2.95254 -5.60729 2.37120
H 0.92201 -5.92532 1.52936
H 2.03285 -3.23418 1.45288
C -4.51503 3.13888 2.33299
C -3.33218 2.19387 2.22576
O -2.71760 1.98056 3.47168
O -4.14815 4.35462 2.98381
H -5.36603 2.70255 2.85127
H -4.85856 3.40220 1.31914
H -2.63332 2.64288 1.50285
H -3.62906 1.23002 1.81249
H -2.29289 2.80074 3.73803
H -3.45332 4.76354 2.45441
C -5.62273 0.45205 -2.36070
C -4.79391 1.31529 -1.41603
O -5.07109 2.71068 -1.57013
O -4.89893 0.00795 -3.50430
H -6.54000 0.96723 -2.65795
H -5.91034 -0.46898 -1.85702
H -3.73168 1.16331 -1.59765
H -4.99180 1.03313 -0.37526
H -5.87802 2.88753 -1.07626
H -4.60708 0.77711 -4.00768
C 2.29661 4.29736 -0.36586
C 1.38257 4.60252 0.78939
O 0.88043 5.92562 0.72276
O 3.39526 5.21193 -0.36429
H 1.74376 4.41967 -1.30350
H 2.61366 3.25034 -0.31995
H 1.93483 4.45541 1.72549
H 0.51859 3.93484 0.75187
H 1.60025 6.49048 0.41923
H 4.20517 4.72822 -0.19061



Computed, not measured: a 2-piece molecular cluster, C11H20Cl overall at a distorted geometry, with ωB97M-V/def2-TZVPD.

Gap between HOMO and LUMO (spin up / spin down), eV: 7.7 / 10.6
Relative energy (zero: lowest compared OMol25 entry of this formula, charge and spin), kcal/mol: 16.1
LUMO (spin up / spin down), Eh: 0.02306 / 0.02259
Multiplicity: 2
Total charge: 0

Element x y z (Å)
Cl -0.12657 3.08891 -4.84260
H -0.47938 2.16202 -4.06996
C -1.23550 1.34713 0.80506
C -2.50969 0.76667 0.46666
C -2.57781 -0.77373 0.23817
C -1.32558 -1.46642 0.76148
C -0.04624 -0.79706 0.28830
C 0.03932 0.61175 0.93648
C 1.22387 1.36784 0.28637
C 2.52638 0.66365 0.65620
C 2.48183 -0.85472 0.38080
C 1.19024 -1.53660 0.82715
C -0.00332 -0.75232 -1.25023
H -1.12619 2.44846 0.64402
H -3.39756 1.09267 0.98234
H -2.63556 1.24255 -0.51473
H -3.47750 -1.18080 0.73248
H -2.68724 -0.86324 -0.85903
H -1.35610 -1.52806 1.86918
H -1.32349 -2.47326 0.35045
H 0.30456 0.46643 1.96694
H 1.04224 1.33954 -0.78605
H 1.23125 2.42991 0.57271
H 3.34983 1.13206 0.10156
H 2.68613 0.81937 1.73447
H 2.62589 -1.02484 -0.69421
H 3.32127 -1.31088 0.91059
H 1.12577 -1.55789 1.93332
H 1.12763 -2.55896 0.44051
H 0.92596 -0.30755 -1.62700
H -0.04677 -1.80279 -1.56623
H -0.84765 -0.18984 -1.67518



Computed, not measured: a 13-piece molecular cluster, C31H67Cl21O12 overall at a distorted geometry, with ωB97M-V/def2-TZVPD.

Gap between HOMO and LUMO, eV: 9.4
LUMO, Eh: 0.00828
Total charge: 0

Element x y z (Å)
C 16.95398 12.45065 19.83903
O 17.03845 13.86832 19.91934
C 17.03649 14.35609 21.28919
C 17.61655 15.72660 21.29815
O 16.89050 16.56498 20.42609
C 17.36493 17.86755 20.47765
H 17.92343 12.06683 20.19449
H 16.83716 12.20062 18.78527
H 16.13023 12.06188 20.38814
H 17.65092 13.70126 21.90805
H 16.05009 14.25842 21.69696
H 18.69622 15.67775 21.00928
H 17.57688 16.12273 22.26234
H 18.41090 17.97140 20.26036
H 17.09746 18.23365 21.47110
H 16.81042 18.49492 19.70987
C 17.24635 20.81945 17.25643
O 16.62779 19.56990 17.40050
C 15.23854 19.49440 17.04508
C 14.29594 20.48899 17.70908
O 14.36692 21.74945 17.13331
C 13.52529 21.89693 16.01192
H 16.62655 21.58251 17.67953
H 17.48694 21.26092 16.27085
H 18.17022 20.74561 17.77204
H 15.00670 18.48210 17.37088
H 15.10588 19.48407 15.93176
H 14.40604 20.47273 18.77522
H 13.32926 20.01476 17.49666
H 12.48142 21.72495 16.26540
H 13.72746 21.17853 15.22372
H 13.64973 22.87234 15.59825
C 12.81322 13.50104 23.23424
O 13.14790 12.34808 24.01217
C 14.13639 12.73648 24.99296
C 15.22195 11.69225 25.19067
O 14.59041 10.49279 25.63588
C 15.58275 9.60791 26.11811
H 11.94013 13.30904 22.62404
H 13.64458 13.78200 22.58200
H 12.57425 14.38078 23.83640
H 13.62913 12.86795 25.97842
H 14.56561 13.68098 24.65809
H 15.86482 12.07276 26.02161
H 15.94438 11.55995 24.35454
H 15.22480 8.79795 26.73658
H 16.28348 10.17853 26.78347
H 16.09031 9.17908 25.22751
C 7.43215 17.78016 20.41298
O 7.23799 16.59974 19.67358
C 7.53120 16.76890 18.32691
C 8.69798 15.90652 17.84423
O 8.47278 14.50786 17.92999
C 9.60084 13.71964 17.56222
H 7.21370 17.64122 21.48197
H 6.76978 18.53190 20.00518
H 8.37227 18.30200 20.42812
H 7.80109 17.75940 18.02314
H 6.55139 16.52464 17.77781
H 9.60919 16.16813 18.37297
H 8.92127 16.18894 16.83549
H 10.42545 13.92671 18.27854
H 10.03695 14.01274 16.55527
H 9.35601 12.66102 17.56444
C 12.96337 16.84928 14.93092
O 13.48517 16.27225 16.12230
C 13.80308 14.92446 15.89215
C 14.12319 14.27299 17.13887
O 12.92639 13.93812 17.79168
C 13.22658 13.00574 18.85811
H 13.58770 16.46278 14.14004
H 12.99774 17.95411 14.81407
H 11.90731 16.65419 14.74666
H 14.61612 14.92321 15.14994
H 12.89459 14.41479 15.55415
H 14.83720 14.65629 17.80004
H 14.72601 13.39550 16.82485
H 12.34411 12.52483 19.38399
H 13.90716 13.47446 19.59870
H 13.88501 12.21530 18.47093
C 11.48414 20.33499 12.66546
O 11.39726 19.77786 13.92852
C 10.16667 20.02211 14.54280
C 9.84068 18.81536 15.38069
O 9.49644 17.66012 14.58285
C 8.28047 17.77466 13.87394
H 11.62994 21.37433 12.69373
H 10.52624 20.17678 12.10919
H 12.33179 19.86513 12.17732
H 9.41159 20.14823 13.71200
H 10.16833 20.97416 15.12277
H 9.04865 19.01747 16.11030
H 10.70520 18.49823 15.90221
H 8.09949 16.68905 13.48459
H 8.29452 18.44126 13.03481
H 7.41970 18.03601 14.54198
C 7.87401 13.27369 21.06147
Cl 6.38808 12.31668 21.02320
Cl 9.31054 12.24720 20.81294
Cl 8.06402 14.18166 22.52358
H 7.81890 13.99922 20.25536
C 10.61020 14.69298 9.54303
Cl 9.35487 13.90390 8.59698
Cl 9.85301 15.66019 10.87178
Cl 11.63120 15.82508 8.66989
H 11.34602 13.95239 9.90196
C 18.11098 15.64848 17.45362
Cl 16.98648 16.50893 16.48694
Cl 19.45850 16.70301 17.74752
Cl 18.67615 14.13058 16.68447
H 17.61963 15.29338 18.40073
C 12.33618 16.31167 19.70389
Cl 11.70423 17.87415 19.17242
Cl 11.24017 15.50809 20.83218
Cl 13.96733 16.53081 20.27992
H 12.41549 15.75443 18.79415
C 16.26021 9.12370 17.12624
Cl 16.36965 9.04020 18.90818
Cl 14.94511 10.12230 16.64515
Cl 16.19447 7.53616 16.32030
H 17.16727 9.60225 16.79086
C 10.95060 12.09014 12.73111
Cl 11.60661 11.37405 11.23814
Cl 9.20305 12.28243 12.61080
Cl 11.73602 13.71959 12.91978
H 11.10881 11.55327 13.66399
C 13.75539 9.65223 22.36312
Cl 15.46324 10.18711 22.22749
Cl 13.75755 7.88536 22.50585
Cl 12.81148 10.14337 20.99265
H 13.33040 10.04687 23.26680